59
Properties=species:S:1:pos:R:3 method="wB97M-V/def2-TZVPD" lumo_energy_ev=0.760 homo_energy_ev=-7.943 smiles="C[C@H](C(=O)N(C)Cc1ccccc1)N1CCN(C/C=C/c2ccccc2)CC1"
O 1.11892 -2.51699 1.68865
N -1.06135 2.84250 0.48233
N 0.44892 0.41282 0.16362
N 2.62653 -0.85027 1.66631
C -0.62284 0.47470 1.14231
C -5.93316 -0.48904 0.45341
C -4.74718 -0.10278 -0.17316
C 4.88338 1.05151 -0.66149
C -4.90530 -2.06708 -1.56768
C -0.09899 -1.91109 -0.66830
C -3.16209 1.79815 -0.42042
C -6.60089 -1.63456 0.06646
C 0.10002 1.19055 -1.00926
C 3.30153 -1.38228 2.82952
C 5.79029 0.81145 -1.67648
C 5.38877 -1.53910 -1.47406
C -0.79487 1.93473 1.57819
C -4.07369 1.11221 0.26613
C 4.47957 -1.29805 -0.45746
C 1.56054 -1.51186 1.16179
C 6.04654 -0.48709 -2.08581
C -4.24149 -0.91719 -1.18719
C 4.21895 -0.00053 -0.04013
C 3.22876 0.31267 1.05874
C 0.94154 -0.92974 -0.11896
C -6.08971 -2.42850 -0.94687
C -2.45727 3.01243 0.11160
C -0.10584 2.65345 -0.58577
H 0.85582 3.03611 -0.22190
H -4.49480 -2.68889 -2.35019
H -0.34828 -0.13679 2.00372
H -2.97611 3.36997 1.00706
H -1.57392 0.09894 0.73509
H -6.33494 0.12557 1.24698
H 0.92489 1.13667 -1.72590
H 1.74485 -0.82077 -0.85990
H -0.54945 -1.52047 -1.57774
H 2.80044 -2.30349 3.12074
H 0.13750 2.26604 2.05045
H -0.87338 -2.09925 0.07018
H -6.60732 -3.32761 -1.24673
H 5.58179 -2.55444 -1.78792
H -0.80886 0.81078 -1.50170
H 0.38416 -2.85694 -0.89615
H 3.96850 -2.12811 0.00825
H -3.31129 -0.65943 -1.67112
H 6.75507 -0.67643 -2.87832
H -2.48735 3.80993 -0.63900
H -7.52098 -1.91334 0.55953
H 6.29878 1.63844 -2.15009
H -2.88083 1.48958 -1.41765
H 3.74083 0.87283 1.84834
H 3.25349 -0.66914 3.65585
H -1.60135 2.01201 2.30858
H -4.37142 1.47389 1.24397
H 4.68342 2.06512 -0.34348
H 4.34824 -1.59192 2.59926
H -0.40830 3.25065 -1.44815
H 2.43120 0.94946 0.66189

13
Properties=species:S:1:pos:R:3 method="wB97M-V/def2-TZVPD" lumo_energy_ev="-6.364 / -6.340" charge=+1 homo_energy_ev="-14.425 / -14.425"
S 1.74106 0.97986 0.25163
N -0.32633 1.56879 -0.65534
N -1.19677 -1.52611 0.21727
C 0.84252 2.39167 -0.45895
C -0.26279 -2.46919 0.56525
C 0.15555 0.42638 -0.10076
H -1.82941 -1.05852 0.83757
H -1.01105 1.79948 -1.35304
H 0.58435 3.24675 0.36623
H -0.74106 -3.44007 0.10126
H 0.79725 -2.11597 0.08951
H 1.15281 2.78449 -1.44530
H 0.09387 -2.58756 1.58468